a) 57
Properties=species:S:1:pos:R:3:nbo_charge:R:1 method="wB97M-V/def2-TZVPD" gap_ha=0.358 total_charge=0 lumo_energy_ev=0.6 smiles="Cc1cncc(C(=O)N[C@@H](C)CCNC(=O)[C@@H]2CCCN2Cc2nnn(C)n2)c1"
C -2.584 1.527 -0.684 -0.64
C -1.704 0.955 -1.758 -0.05
C -2.215 0.149 -2.768 0.03
N -1.486 -0.396 -3.741 -0.42
C -0.180 -0.153 -3.735 0.05
C 0.450 0.630 -2.771 -0.18
C 1.950 0.722 -2.828 0.68
O 2.561 0.374 -3.825 -0.63
N 2.563 1.155 -1.696 -0.63
C 3.971 0.840 -1.465 -0.06
C 4.823 2.102 -1.503 -0.60
C 4.121 0.104 -0.132 -0.42
C 3.541 -1.309 -0.100 -0.21
N 2.110 -1.390 -0.456 -0.64
C 1.152 -0.899 0.409 0.72
O 1.133 0.272 0.746 -0.62
C 0.006 -1.849 0.715 -0.15
C -0.593 -2.482 -0.563 -0.40
C -2.096 -2.624 -0.249 -0.41
C -2.230 -2.140 1.191 -0.22
N -1.126 -1.196 1.340 -0.42
C -0.893 -0.788 2.717 -0.27
C -2.025 0.037 3.228 0.28
N -3.067 -0.457 3.930 -0.28
N -3.860 0.551 4.166 -0.04
N -3.297 1.598 3.612 0.01
C -3.865 2.928 3.696 -0.41
N -2.150 1.338 3.018 -0.26
C -0.337 1.199 -1.780 -0.15
H -2.804 2.579 -0.878 0.22
H -3.533 0.992 -0.634 0.21
H -2.098 1.450 0.290 0.25
H -3.278 -0.075 -2.789 0.19
H 0.416 -0.601 -4.521 0.22
H 1.995 1.174 -0.858 0.42
H 4.278 0.184 -2.283 0.22
H 5.882 1.859 -1.400 0.20
H 4.677 2.620 -2.450 0.22
H 4.544 2.780 -0.694 0.20
H 5.187 0.019 0.098 0.22
H 3.678 0.706 0.666 0.22
H 4.066 -1.925 -0.832 0.21
H 3.711 -1.749 0.888 0.18
H 1.883 -2.329 -0.756 0.38
H 0.413 -2.652 1.363 0.18
H -0.441 -1.825 -1.419 0.23
H -0.127 -3.441 -0.789 0.21
H -2.676 -1.993 -0.921 0.22
H -2.451 -3.646 -0.366 0.22
H -3.183 -1.658 1.403 0.22
H -2.122 -2.980 1.899 0.16
H -0.778 -1.661 3.379 0.19
H 0.014 -0.190 2.752 0.25
H -3.331 3.514 4.441 0.22
H -3.781 3.404 2.723 0.23
H -4.907 2.822 3.981 0.23
H 0.093 1.823 -1.007 0.22

---

b) 57
Properties=species:S:1:pos:R:3:nbo_charge:R:1 method="wB97M-V/def2-TZVPD" gap_ha=0.355 total_charge=0 lumo_energy_ev=0.6 smiles="Cc1cncc(C(=O)N[C@@H](C)CCNC(=O)[C@@H]2CCCN2Cc2nnn(C)n2)c1"
C -0.554 -3.249 -4.261 -0.63
C 0.430 -3.613 -3.183 -0.06
C 0.945 -4.898 -3.072 0.04
N 1.833 -5.273 -2.150 -0.42
C 2.237 -4.353 -1.277 0.06
C 1.770 -3.041 -1.271 -0.18
C 2.299 -2.114 -0.210 0.67
O 3.298 -2.417 0.423 -0.62
N 1.605 -0.963 0.002 -0.65
C 2.065 0.026 0.982 -0.05
C 3.449 0.554 0.604 -0.61
C 1.105 1.213 1.115 -0.40
C -0.306 0.953 1.646 -0.22
N -1.316 0.707 0.584 -0.70
C -1.937 -0.552 0.503 0.74
O -1.480 -1.454 -0.164 -0.59
C -3.222 -0.736 1.302 -0.17
C -4.271 0.316 0.887 -0.39
C -4.303 1.298 2.059 -0.41
C -4.023 0.390 3.244 -0.21
N -2.997 -0.513 2.733 -0.43
C -2.845 -1.726 3.530 -0.25
C -1.651 -2.532 3.134 0.26
N -0.395 -2.275 3.543 -0.29
N 0.380 -3.139 2.926 -0.03
N -0.415 -3.878 2.193 0.02
C 0.075 -4.939 1.333 -0.42
N -1.694 -3.555 2.292 -0.26
C 0.863 -2.674 -2.255 -0.13
H -0.071 -2.678 -5.056 0.22
H -0.999 -4.139 -4.705 0.22
H -1.360 -2.638 -3.853 0.22
H 0.630 -5.671 -3.767 0.19
H 2.965 -4.665 -0.537 0.22
H 0.624 -0.993 -0.237 0.42
H 2.137 -0.464 1.961 0.21
H 3.734 1.366 1.276 0.21
H 4.202 -0.224 0.677 0.25
H 3.444 0.943 -0.416 0.20
H 1.583 1.891 1.825 0.22
H 1.058 1.766 0.168 0.20
H -0.286 0.130 2.355 0.22
H -0.632 1.823 2.219 0.20
H -0.858 0.865 -0.306 0.37
H -3.573 -1.753 1.100 0.21
H -4.034 0.801 -0.061 0.22
H -5.241 -0.169 0.771 0.21
H -3.512 2.043 1.966 0.22
H -5.256 1.820 2.144 0.22
H -3.653 0.919 4.123 0.21
H -4.934 -0.155 3.541 0.16
H -2.731 -1.431 4.574 0.23
H -3.737 -2.366 3.459 0.19
H -0.429 -4.865 0.372 0.23
H 1.146 -4.800 1.211 0.24
H -0.129 -5.906 1.787 0.22
H 0.489 -1.661 -2.315 0.22

---

Quick one: least stable of them? b)

---

a) 9
Properties=species:S:1:pos:R:3:nbo_charge:R:1 method="wB97M-V/def2-TZVPD" gap_ha=0.378 total_charge=0 lumo_energy_ev=0.1 smiles=N#Cc1cnn[nH]1
N -1.356 -1.477 2.064 -0.26
C -0.649 -1.191 1.132 0.24
C -0.234 -0.283 0.119 -0.09
C 0.407 -0.548 -1.090 -0.02
N 0.906 0.604 -1.524 -0.27
N 0.599 1.584 -0.550 -0.04
N -0.056 1.023 0.315 -0.24
H 0.397 -1.426 -1.657 0.23
H -0.015 1.713 1.192 0.46

---

b) 9
Properties=species:S:1:pos:R:3:nbo_charge:R:1 method="wB97M-V/def2-TZVPD" gap_ha=0.399 total_charge=0 lumo_energy_ev=0.1
C 1.687 -0.168 0.052 0.25
C 0.222 -0.056 0.059 0.20
C -1.669 -0.604 -0.121 0.16
H -2.673 -1.092 -0.102 0.22
H -2.540 1.173 0.008 0.42
N 2.819 0.095 -0.141 -0.27
N -0.411 -1.140 0.136 -0.43
N -1.530 0.627 -0.140 -0.31
N -0.339 1.116 0.167 -0.25

---

Quick one: least stable of them? a)

---

a) 16
Properties=species:S:1:pos:R:3:nbo_charge:R:1 method="wB97M-V/def2-TZVPD" gap_ha="0.362 / 0.188" total_charge=+1 lumo_energy_ev="-4.4 / -9.1" spin_multiplicity=2
C -0.505 -0.942 -0.339 -0.52
C -0.850 -1.654 1.013 -0.07
O -2.044 -2.525 0.874 -0.70
C 0.237 0.335 0.141 0.63
N 0.170 1.555 -0.648 -0.18
C 1.532 2.259 -0.658 -0.45
O 0.835 0.329 1.264 -0.41
H 0.271 -1.349 -1.106 0.27
H -1.444 -0.667 -0.856 0.26
H -1.085 -0.994 1.916 0.23
H -0.020 -2.222 1.297 0.20
H -1.863 -3.287 0.286 0.48
H -0.585 1.935 -1.236 0.45
H 1.733 2.573 0.377 0.30
H 2.310 1.542 -1.004 0.28
H 1.308 3.113 -1.321 0.25

---

b) 16
Properties=species:S:1:pos:R:3:nbo_charge:R:1 method="wB97M-V/def2-TZVPD" gap_ha="0.442 / 0.271" total_charge=+1 lumo_energy_ev="-3.3 / -8.0" spin_multiplicity=2
C -1.976 0.088 -2.067 -0.64
C -1.675 1.041 -0.928 -0.28
N -0.429 0.817 -0.207 -0.12
C 0.260 -0.441 -0.280 -0.38
C 1.123 -0.622 0.993 0.78
O 1.850 0.484 1.202 -0.69
O 1.098 -1.591 1.673 -0.48
H -2.784 0.569 -2.625 0.27
H -2.362 -0.895 -1.838 0.25
H -1.143 0.043 -2.755 0.23
H -2.423 0.881 -0.135 0.28
H -1.743 2.089 -1.184 0.25
H 0.113 1.682 -0.191 0.43
H -0.449 -1.260 -0.260 0.27
H 0.890 -0.408 -1.184 0.30
H 2.248 0.444 2.087 0.53

---

Quick one: least stable of them? a)

---

a) 18
Properties=species:S:1:pos:R:3:nbo_charge:R:1 method="wB97M-V/def2-TZVPD" gap_ha=0.258 total_charge=-1 lumo_energy_ev=3.8
N 1.448 -0.774 1.254 -0.67
N 1.486 -0.438 -0.147 -0.33
C 0.808 -1.143 -1.079 0.54
O 0.266 -2.232 -0.942 -0.65
C 1.797 0.902 -0.225 -0.08
C 0.859 1.834 -0.056 -0.17
C -0.576 1.599 -0.031 -0.41
C -1.140 0.426 0.272 -0.22
C -2.304 -0.270 0.466 0.62
O -2.788 -0.438 1.613 -0.72
O -2.601 -1.102 -0.686 -0.79
H 1.255 -1.712 1.395 0.35
H 0.552 -0.316 1.491 0.38
H 1.057 -0.827 -2.110 0.11
H 2.876 1.176 -0.207 0.18
H 1.006 2.922 -0.176 0.19
H -1.225 2.422 -0.177 0.17
H -2.776 -2.031 -0.656 0.48

---

b) 18
Properties=species:S:1:pos:R:3:nbo_charge:R:1 method="wB97M-V/def2-TZVPD" gap_ha="0.208 / 0.208" total_charge=-1 lumo_energy_ev="3.3 / 3.3"
C 1.123 0.993 -3.098 -0.42
N 0.991 0.148 -1.925 -0.44
C 1.395 -0.325 -0.907 0.60
C 2.159 -0.844 0.081 0.03
O 3.385 -1.125 -0.369 -0.82
C 1.694 -0.737 1.416 0.07
N 0.504 -0.484 1.929 -0.64
C -0.621 -0.508 1.248 0.83
O -0.932 -0.676 0.078 -0.69
O -1.672 -0.171 2.154 -0.54
C -2.829 -0.707 1.662 -0.27
H 0.797 0.562 -4.033 0.20
H 0.507 1.958 -3.219 0.20
H 2.226 1.251 -3.317 0.21
H 2.507 -0.558 2.171 0.17
H -3.128 -1.365 2.375 0.16
H -2.598 -1.129 0.683 0.22
H -3.583 0.153 1.373 0.13

---

Quick one: least stable of them? b)